# 1
This record from the Open Molecules 2025 dataset describes 8 unconnected molecules or ions with the total composition C46H96N9O14P2. The level of theory is ωB97M-V/def2-TZVPD.

Structure (XYZ):
```
167
Properties=species:S:1:pos:R:3:mulliken_charge:R:1
C 5.380 1.658 3.593 -0.929
C 4.820 1.946 2.089 -0.083
O 3.474 2.487 2.105 -0.463
P 2.512 1.804 0.859 1.096
O 3.436 1.741 -0.387 -0.763
C 1.941 0.033 1.315 1.241
C 1.012 0.099 2.662 -2.034
N -0.048 -0.970 2.705 1.479
C 0.456 -2.351 2.998 0.385
O 1.866 -2.428 3.292 -0.222
C 2.401 -3.764 3.106 -0.888
C 3.532 -3.901 1.978 0.483
C 3.259 -3.020 0.647 -0.795
C 5.046 -3.718 2.551 0.047
C 6.157 -3.768 1.379 -1.125
C 5.207 -2.479 3.557 -0.711
C -0.341 -3.121 4.167 -0.877
O -1.748 -3.056 3.833 -0.323
C -2.276 -1.713 3.881 1.632
C -3.034 -1.551 5.319 -1.583
O -2.271 -2.071 6.429 -0.123
O -2.939 -3.199 6.844 -0.518
C -3.486 -1.678 2.797 -1.615
C -2.983 -1.826 1.299 0.981
C -2.888 -0.508 0.445 -0.446
C -2.459 -0.528 -1.037 -0.570
C -2.089 -1.858 -1.771 -1.137
C -2.171 -3.158 -0.935 -0.870
C -2.614 -3.139 0.574 1.257
C -2.711 -4.544 1.322 -1.103
C -1.221 -0.539 3.572 -0.477
P -0.679 0.461 5.120 0.088
N 0.355 -0.318 6.063 -0.693
O 1.221 2.875 0.594 -0.563
C 0.103 2.228 -0.089 0.602
C 0.484 1.569 -1.499 -0.790
H 4.544 1.611 4.370 0.245
H 6.119 2.470 3.942 0.322
H 5.974 0.670 3.645 0.240
H 5.587 2.675 1.626 0.295
H 4.939 0.961 1.526 0.170
H 1.434 -0.504 0.448 0.501
H 2.912 -0.485 1.669 -1.413
H 1.704 0.115 3.565 0.137
H 0.524 1.147 2.614 0.738
H -0.445 -1.004 1.734 0.130
H 0.299 -2.994 2.046 0.269
H 2.898 -4.060 4.108 0.334
H 1.615 -4.571 2.891 0.413
H 3.494 -5.003 1.622 0.462
H 2.184 -2.634 0.590 -0.098
H 3.514 -3.630 -0.285 0.410
H 3.979 -2.124 0.705 0.094
H 5.231 -4.672 3.183 0.258
H 7.206 -3.568 1.797 0.184
H 6.198 -4.836 0.940 0.309
H 5.979 -3.019 0.540 0.289
H 6.310 -2.487 3.906 0.501
H 4.941 -1.472 3.093 -0.188
H 4.600 -2.727 4.505 0.273
H -0.073 -4.245 4.187 0.389
H -0.107 -2.738 5.224 0.273
H -3.969 -2.223 5.224 0.518
H -3.444 -0.492 5.478 0.466
H -2.397 -3.622 7.545 0.322
H -4.131 -2.600 3.059 0.625
H -4.078 -0.716 2.937 -0.160
H -3.181 0.481 0.925 0.435
H -2.428 0.428 -1.655 0.759
H -1.799 -1.893 -2.869 0.375
H -1.939 -4.165 -1.444 0.318
H -3.760 -4.679 1.767 0.126
H -2.626 -5.356 0.501 0.470
H -1.867 -4.763 2.057 0.013
H -1.792 0.232 2.919 0.328
H -1.808 0.833 5.938 0.183
H -0.105 1.696 4.634 0.154
H 1.232 0.238 6.078 0.248
H -0.663 3.063 -0.304 0.318
H -0.362 1.467 0.634 -0.496
H -0.475 1.280 -2.043 0.250
H 1.110 0.604 -1.410 0.171
H 1.056 2.278 -2.203 0.324
C -8.129 -0.999 5.426 -1.469
C -6.858 -0.613 4.718 0.926
O -5.777 -0.557 5.302 -0.585
N -6.934 -0.323 3.391 0.016
C -8.103 -0.332 2.535 -0.815
H -7.910 -1.201 6.475 0.320
H -8.850 -0.181 5.374 0.387
H -8.547 -1.903 4.979 0.394
H -6.045 -0.073 2.984 0.053
H -7.928 -1.041 1.723 0.218
H -8.229 0.668 2.115 0.276
H -9.006 -0.615 3.073 0.366
C 9.790 -1.405 -1.557 -1.152
C 9.388 -2.393 -0.495 0.647
O 8.289 -2.937 -0.490 -0.634
N 10.291 -2.677 0.485 -0.116
C 11.626 -2.144 0.652 -0.856
H 8.971 -1.282 -2.266 0.321
H 10.005 -0.437 -1.106 0.306
H 10.663 -1.774 -2.099 0.357
H 9.953 -3.346 1.161 0.226
H 12.332 -2.977 0.638 0.289
H 11.679 -1.649 1.625 0.288
H 11.889 -1.434 -0.129 0.321
C -6.544 -4.702 0.661 -0.919
C -6.892 -3.869 -0.545 0.842
O -7.415 -2.765 -0.444 -0.661
N -6.608 -4.378 -1.774 -0.169
C -5.999 -5.650 -2.098 -0.845
H -6.829 -4.165 1.566 0.178
H -7.090 -5.647 0.633 0.451
H -5.469 -4.884 0.691 0.034
H -6.870 -3.764 -2.532 0.233
H -5.085 -5.458 -2.665 0.256
H -6.694 -6.214 -2.723 0.313
H -5.758 -6.231 -1.210 0.312
C -6.570 1.567 -1.603 -1.276
C -5.287 1.948 -2.293 0.799
O -4.214 1.998 -1.695 -0.640
N -5.341 2.241 -3.617 0.000
C -6.494 2.240 -4.490 -0.901
H -6.367 1.361 -0.551 0.124
H -7.286 2.389 -1.664 0.405
H -6.986 0.666 -2.057 0.431
H -4.443 2.487 -4.011 0.151
H -6.307 1.534 -5.299 0.282
H -6.604 3.242 -4.909 0.194
H -7.409 1.963 -3.970 0.430
C 8.990 2.716 -1.966 -1.208
C 9.827 2.063 -3.035 0.783
O 10.379 0.984 -2.861 -0.618
N 9.959 2.711 -4.224 -0.191
C 9.390 3.981 -4.620 -0.852
H 8.978 2.082 -1.079 0.226
H 9.416 3.683 -1.695 0.361
H 7.963 2.839 -2.317 0.367
H 10.533 2.214 -4.890 0.243
H 8.765 3.817 -5.501 0.284
H 10.207 4.656 -4.883 0.287
H 8.791 4.430 -3.830 0.326
C -3.606 4.853 -7.048 -1.078
C -4.734 3.909 -7.370 0.578
O -4.866 2.830 -6.799 -0.668
N -5.626 4.284 -8.327 -0.138
C -5.644 5.503 -9.106 -0.833
H -2.983 4.418 -6.270 0.265
H -2.991 5.016 -7.935 0.355
H -4.004 5.800 -6.683 0.393
H -6.353 3.601 -8.488 0.247
H -6.591 6.015 -8.921 0.280
H -5.584 5.235 -10.163 0.288
H -4.819 6.166 -8.854 0.318
C -1.863 5.707 -3.279 -0.919
C -1.374 6.395 -4.526 0.681
O -1.972 6.314 -5.593 -0.611
N -0.228 7.125 -4.442 -0.184
C 0.615 7.340 -3.286 -0.852
H -2.784 5.166 -3.502 0.158
H -1.117 4.990 -2.929 0.200
H -2.075 6.444 -2.502 0.395
H 0.037 7.556 -5.316 0.248
H 0.666 8.414 -3.094 0.291
H 1.616 6.971 -3.517 0.283
H 0.238 6.832 -2.400 0.315
```

Calculated values
- frontier orbital gap (eV) = 8.46
- charge = +1
- spin multiplicity = 1

# 2
This record from the Open Molecules 2025 dataset describes 10 unconnected molecules or ions with the total composition C46H98F3N3O20. The level of theory is ωB97M-V/def2-TZVPD.

Structure (XYZ):
```
170
Properties=species:S:1:pos:R:3:mulliken_charge:R:1
C -2.750 10.719 1.289 -0.723
C -2.426 10.781 2.706 0.307
N -2.245 10.869 3.858 -0.352
H -3.094 9.705 1.083 0.239
H -1.818 10.905 0.756 0.242
H -3.488 11.395 0.857 0.286
C -10.934 2.897 7.122 -0.643
C -10.856 4.359 6.739 0.265
N -10.739 5.480 6.382 -0.367
H -10.024 2.519 7.586 0.262
H -11.133 2.426 6.159 0.236
H -11.802 2.772 7.769 0.247
C 5.858 -0.574 -0.983 -0.595
C 7.024 -1.275 -0.426 0.253
N 7.941 -1.840 -0.057 -0.377
H 6.158 0.382 -1.412 0.262
H 5.264 -0.390 -0.088 0.242
H 5.319 -1.258 -1.639 0.219
C -1.960 -3.973 14.134 -0.737
O -1.912 -2.782 13.385 -0.288
C -2.402 -2.951 12.018 -0.552
C -2.060 -1.717 11.123 -0.581
O -2.955 -0.659 11.480 -0.250
C -2.626 0.625 10.946 -0.420
C -3.734 1.584 11.403 -0.457
O -3.444 2.878 11.005 -0.339
C -4.483 3.869 11.066 -0.765
H -1.450 -3.823 15.085 0.255
H -1.455 -4.798 13.631 0.304
H -2.976 -4.353 14.250 0.301
H -3.477 -3.132 12.020 0.331
H -2.002 -3.873 11.595 0.425
H -2.297 -2.020 10.103 0.355
H -0.995 -1.496 11.196 0.323
H -2.604 0.546 9.859 0.254
H -1.661 0.967 11.319 0.293
H -3.863 1.615 12.485 0.329
H -4.712 1.230 11.076 0.322
H -4.216 4.919 10.944 0.260
H -5.100 3.681 11.945 0.319
H -5.224 3.579 10.321 0.317
C 0.920 2.309 -9.448 -0.749
O 0.555 2.119 -10.860 -0.339
C 1.730 1.983 -11.776 -0.481
C 1.323 2.179 -13.288 -0.597
O 0.277 1.279 -13.740 -0.271
C 0.066 1.391 -15.138 -0.541
C -1.155 0.665 -15.688 -0.464
O -0.864 -0.754 -15.675 -0.300
C -1.956 -1.530 -16.053 -0.809
H 0.102 1.798 -8.940 0.252
H 0.911 3.310 -9.018 0.278
H 1.883 1.904 -9.137 0.315
H 2.183 1.026 -11.514 0.360
H 2.366 2.844 -11.571 0.358
H 2.278 2.107 -13.808 0.363
H 1.069 3.227 -13.443 0.355
H 0.945 1.069 -15.696 0.327
H -0.051 2.446 -15.384 0.390
H -1.321 0.925 -16.734 0.351
H -1.944 0.827 -14.953 0.316
H -1.602 -2.536 -16.278 0.271
H -2.538 -1.313 -16.949 0.305
H -2.589 -1.631 -15.172 0.310
C 3.297 -5.031 -2.173 -0.786
O 3.087 -5.270 -0.776 -0.280
C 1.712 -5.461 -0.435 -0.599
C 1.633 -5.495 1.114 -0.486
O 1.904 -4.221 1.826 -0.278
C 1.652 -4.160 3.225 -0.656
C 2.669 -4.879 4.128 -0.556
O 4.036 -4.665 3.729 -0.319
C 4.582 -3.422 4.046 -0.710
H 4.341 -4.852 -2.431 0.270
H 2.825 -4.096 -2.478 0.307
H 2.814 -5.794 -2.784 0.305
H 1.433 -6.434 -0.838 0.350
H 1.103 -4.705 -0.932 0.391
H 2.364 -6.198 1.515 0.304
H 0.619 -5.835 1.324 0.376
H 0.642 -4.505 3.446 0.419
H 1.666 -3.114 3.533 0.368
H 2.436 -5.944 4.129 0.305
H 2.550 -4.690 5.195 0.415
H 4.520 -3.235 5.118 0.301
H 3.952 -2.666 3.576 0.269
H 5.574 -3.185 3.660 0.288
C -6.608 -6.320 -1.537 -0.665
O -6.447 -7.642 -1.277 -0.348
C -5.047 -8.118 -1.237 -0.514
C -4.686 -9.592 -1.037 -0.385
O -3.312 -9.767 -0.836 -0.240
C -2.996 -11.113 -0.552 -0.521
C -1.527 -11.262 0.011 -0.498
O -1.404 -10.947 1.410 -0.292
C -0.169 -11.128 1.976 -0.756
H -6.359 -5.847 -0.587 0.290
H -7.657 -6.091 -1.722 0.237
H -6.034 -5.994 -2.404 0.288
H -4.512 -7.524 -0.496 0.335
H -4.677 -7.883 -2.234 0.277
H -5.078 -10.129 -1.900 0.265
H -5.211 -9.894 -0.131 0.320
H -3.074 -11.737 -1.442 0.354
H -3.658 -11.525 0.208 0.331
H -0.934 -10.525 -0.532 0.297
H -1.208 -12.300 -0.082 0.354
H 0.611 -10.428 1.677 0.283
H 0.277 -12.105 2.161 0.310
H -0.448 -10.815 2.982 0.279
C -2.737 3.331 3.508 -0.320
O -2.853 2.051 2.845 -0.372
C -2.289 2.009 1.509 -0.673
C -0.809 2.387 1.292 -0.401
O -0.809 3.748 1.015 -0.318
C 0.524 4.340 0.863 -0.714
C 1.180 4.654 2.215 -0.523
O 1.924 3.554 2.854 -0.316
C 2.087 3.866 4.234 -0.711
H -1.680 3.592 3.561 -0.012
H -3.075 3.175 4.532 0.255
H -3.363 4.118 3.087 0.260
H -2.969 2.516 0.824 0.342
H -2.378 0.985 1.148 0.354
H -0.355 1.924 0.415 0.469
H -0.193 2.034 2.119 0.294
H 0.437 5.268 0.298 0.397
H 1.265 3.816 0.258 0.348
H 0.444 4.995 2.943 0.332
H 1.908 5.452 2.069 0.463
H 1.129 4.005 4.735 0.297
H 2.725 4.712 4.487 0.314
H 2.648 3.014 4.619 0.235
C 10.428 3.960 1.543 -0.758
O 10.896 4.969 0.675 -0.369
C 10.009 5.517 -0.289 -0.399
C 10.816 6.087 -1.473 -0.635
O 10.872 5.262 -2.703 -0.375
C 11.771 4.150 -2.668 -0.425
C 11.307 3.143 -3.746 -0.614
O 9.983 2.640 -3.479 -0.270
C 9.802 1.331 -4.022 -0.816
H 11.053 3.489 2.302 0.288
H 10.146 3.102 0.933 0.297
H 9.488 4.282 1.990 0.320
H 9.338 6.262 0.137 0.416
H 9.346 4.709 -0.599 0.330
H 11.825 6.245 -1.092 0.340
H 10.459 7.071 -1.777 0.356
H 11.824 3.556 -1.756 0.244
H 12.778 4.548 -2.790 0.397
H 12.052 2.355 -3.848 0.441
H 11.307 3.602 -4.735 0.321
H 8.757 1.029 -3.945 0.238
H 10.353 0.587 -3.446 0.354
H 9.927 1.126 -5.085 0.320
C -6.159 5.363 -4.727 -1.070
C -6.953 4.103 -5.026 -0.250
O -7.842 3.674 -4.001 -0.295
C -8.879 4.448 -3.565 0.370
O -9.249 5.481 -4.057 -0.489
C -9.590 3.862 -2.312 0.827
F -10.875 3.695 -2.707 -0.233
F -9.012 2.758 -1.767 -0.228
F -9.615 4.715 -1.272 -0.248
H -6.679 6.321 -4.718 0.308
H -5.363 5.422 -5.469 0.353
H -5.726 5.297 -3.729 0.316
H -6.294 3.260 -5.238 0.312
H -7.547 4.149 -5.939 0.326
```

Calculated values
- SMILES = CCOC(=O)C(F)(F)F.COCCOCCOC.COCCOCCOC.COCCOCCOC.COCCOCCOC.COCCOCCOC.COCCOCCOC.CC#N.CC#N.CC#N
- frontier orbital gap (eV) = 9.68
- relative energy (zero: lowest compared OMol25 entry of this formula, charge and spin) (eV) = 6.659
- charge = 0
- spin multiplicity = 1

Per-record largest force on an atom, eV Å⁻¹: 5.39, 4.77